[1]
The following is a DFT calculation (wB97M-V/def2-TZVPD) of a 2-piece molecular cluster, CH4NO2P overall in a non-equilibrium geometry.

Geometry as XYZ:
```
9
Properties=species:S:1:pos:R:3:nbo_charge:R:1
C 2.481 0.456 -0.663 0.864
N 2.224 -0.489 0.022 -0.809
O 2.608 1.451 -1.207 -0.489
O -0.304 0.994 0.966 -0.997
P -0.865 0.072 -0.353 0.628
H 2.585 -1.467 0.007 0.437
H 0.187 0.549 1.667 0.496
H -2.178 0.345 -0.154 -0.082
H -0.780 1.247 -1.268 -0.049
```

* total charge: 0
* LUMO level: 0.6 eV
* energy above the lowest of the compared OMol25 structures with the same formula, charge and spin: 32.9 kcal/mol
* SMILES: N=C=O.OP
* Kohn-Sham gap: 0.3731 Eh

[2]
The following is a DFT calculation (wB97M-V/def2-TZVPD) of a 2-piece molecular cluster, HN3O3 overall in a non-equilibrium geometry.

Geometry as XYZ:
```
7
Properties=species:S:1:pos:R:3:nbo_charge:R:1
N 1.697 -2.079 -0.973 0.012
N 1.113 -1.610 -0.150 -0.017
N -0.381 1.072 0.472 0.736
O -1.476 0.388 -0.041 -0.527
O -0.480 1.567 1.533 -0.317
O 0.632 0.883 -0.126 -0.384
H -1.106 -0.221 -0.714 0.497
```

* total charge: 0
* LUMO level: 0.2 eV
* energy above the lowest of the compared OMol25 structures with the same formula, charge and spin: 6.4 kcal/mol
* SMILES: O=[N+]([O-])O.N#N
* Kohn-Sham gap: 0.4428 Eh

[3]
The following is a DFT calculation (wB97M-V/def2-TZVPD) of C21H21AuN2OS as an isolated structure.

Geometry as XYZ:
```
47
Properties=species:S:1:pos:R:3:nbo_charge:R:1
Au 0.295 -0.656 -0.658 1.370
N -0.572 -2.481 -0.782 -0.746
C 0.050 -3.276 -1.855 0.053
C -0.306 -4.565 -2.115 -0.156
C 0.316 -5.252 -3.180 -0.174
C 1.263 -4.638 -3.951 -0.128
C 1.656 -3.305 -3.680 -0.103
C 2.654 -2.605 -4.398 -0.044
C 3.004 -1.334 -4.026 -0.255
C 2.356 -0.734 -2.939 0.124
N 1.402 -1.353 -2.271 -0.557
C 1.039 -2.629 -2.616 0.221
H -0.533 -2.956 0.121 0.450
H -1.560 -2.311 -0.980 0.447
H -1.063 -5.064 -1.521 0.251
H 0.031 -6.275 -3.380 0.258
H 1.729 -5.165 -4.772 0.252
H 3.142 -3.088 -5.235 0.254
H 3.772 -0.786 -4.551 0.263
H 2.615 0.260 -2.600 0.236
O 1.270 1.077 -0.578 -0.931
S 0.621 2.521 -0.503 1.200
C 2.079 3.571 -0.607 -0.563
C 1.734 4.719 0.334 -0.420
C 1.267 4.059 1.632 -0.417
C 0.314 2.917 1.250 -0.578
H 2.233 3.858 -1.644 0.265
H 2.915 2.967 -0.248 0.257
H 0.938 5.331 -0.097 0.228
H 2.599 5.364 0.478 0.266
H 0.767 4.769 2.286 0.256
H 2.123 3.654 2.172 0.229
H -0.740 3.179 1.318 0.262
H 0.481 1.993 1.800 0.275
C -0.866 -0.220 0.842 -0.459
C -1.595 0.012 1.776 0.015
C -2.455 0.346 2.874 -0.114
C -3.619 1.082 2.639 -0.192
C -4.426 1.448 3.702 -0.199
C -4.079 1.080 4.996 -0.165
C -2.927 0.341 5.231 -0.197
C -2.113 -0.030 4.174 -0.188
H -3.889 1.351 1.625 0.221
H -5.329 2.015 3.524 0.235
H -4.712 1.368 5.825 0.236
H -2.667 0.048 6.239 0.236
H -1.217 -0.611 4.348 0.223
```

* total charge: +2
* LUMO level: -7.2 eV
* energy above the lowest of the compared OMol25 structures with the same formula, charge and spin: 0.0 kcal/mol
* Kohn-Sham gap: 0.2393 Eh

[4]
The following is a DFT calculation (wB97M-V/def2-TZVPD) of one molecule with the formula C3H6N3PS in a non-equilibrium geometry.

Geometry as XYZ:
```
14
Properties=species:S:1:pos:R:3:nbo_charge:R:1
C -0.581 -2.048 -0.112 -0.089
C -1.777 -1.478 0.245 -0.056
C 2.077 1.168 -0.337 -0.935
N 0.308 -1.068 -0.342 -0.211
N -0.281 0.061 -0.092 -0.264
N -1.588 -0.162 0.319 -0.237
P 0.280 1.596 -0.443 0.796
S -2.595 1.126 0.444 -0.175
H -0.377 -3.063 -0.169 0.224
H -2.816 -1.795 0.342 0.251
H 2.202 0.870 0.682 0.239
H 2.389 0.596 -1.221 0.253
H 0.261 1.966 0.989 -0.028
H 2.499 2.231 -0.306 0.232
```

* total charge: 0
* LUMO level (alpha / beta): 0.3 / 0.3 eV
* energy above the lowest of the compared OMol25 structures with the same formula, charge and spin: 1.1 kcal/mol
* SMILES: CPn1ncc[n+]1[S-]
* Kohn-Sham gap (alpha / beta): 0.3001 / 0.3002 Eh

[5]
The following is a DFT calculation (wB97M-V/def2-TZVPD) of C32H39Cl2F3N5Ni2O4 as an isolated structure in a non-equilibrium geometry.

Geometry as XYZ:
```
87
Properties=species:S:1:pos:R:3:mulliken_spin:R:1
Ni 10.211 14.543 -11.564 1.773
Ni 11.401 11.606 -11.825 1.719
C 7.859 16.261 -9.685 -0.002
O 6.961 16.979 -10.522 0.003
O 8.976 15.861 -10.385 0.065
C 8.087 16.938 -8.290 0.004
F 8.939 17.974 -8.309 0.000
F 6.962 17.468 -7.760 0.000
F 8.522 16.059 -7.359 0.000
C 7.179 18.401 -10.597 0.000
C 6.490 18.934 -11.823 0.000
H 6.557 20.021 -11.870 0.000
H 6.963 18.586 -12.741 0.000
H 5.446 18.624 -11.749 0.000
H 8.230 18.663 -10.738 -0.001
H 6.784 18.908 -9.717 0.000
H 7.253 15.360 -9.547 0.001
O 11.768 13.446 -12.228 0.125
H 12.644 13.810 -12.384 -0.003
C 8.416 11.078 -9.605 0.001
C 8.322 11.965 -10.806 0.017
O 9.563 12.469 -11.228 0.153
H 8.430 9.994 -9.766 -0.002
H 7.534 11.041 -8.955 -0.005
H 9.259 11.439 -9.012 0.002
H 7.828 12.906 -10.542 0.012
H 7.735 11.417 -11.552 0.006
N 11.639 10.824 -9.909 0.058
C 12.333 11.300 -8.831 0.002
C 12.549 10.582 -7.655 0.003
C 11.819 9.419 -7.457 -0.002
C 11.066 8.916 -8.481 0.006
C 11.003 9.634 -9.671 0.007
H 12.924 12.172 -9.080 0.000
H 13.198 10.931 -6.867 0.000
H 12.046 8.915 -6.527 0.000
H 10.650 7.919 -8.443 -0.001
H 10.404 9.164 -10.442 -0.013
N 8.453 5.142 -11.062 0.000
C 8.301 5.564 -12.322 0.000
C 8.097 6.934 -12.656 0.000
C 7.990 7.832 -11.622 0.001
C 7.939 7.329 -10.346 0.000
C 8.115 5.990 -10.058 0.000
H 8.481 4.897 -13.154 0.000
H 8.031 7.256 -13.686 0.000
H 7.861 8.882 -11.859 -0.001
H 7.749 7.943 -9.472 0.000
H 8.107 5.751 -9.004 0.000
N 11.315 14.507 -9.715 0.065
C 10.688 13.990 -8.632 -0.008
C 11.215 13.835 -7.378 -0.004
C 12.508 14.294 -7.122 -0.002
C 13.207 14.755 -8.224 0.004
C 12.572 14.963 -9.449 0.004
H 9.658 13.742 -8.849 0.014
H 10.628 13.308 -6.639 0.000
H 12.995 14.096 -6.178 0.000
H 14.222 15.088 -8.056 -0.001
H 13.063 15.559 -10.205 -0.001
N 7.643 7.362 -6.768 0.000
C 8.164 8.617 -6.584 -0.001
C 8.555 9.133 -5.367 0.000
C 8.372 8.260 -4.261 0.000
C 7.955 6.953 -4.446 0.000
C 7.593 6.541 -5.729 0.000
H 8.413 9.121 -7.510 0.002
H 8.889 10.158 -5.302 0.000
H 8.755 8.603 -3.309 0.000
H 7.765 6.394 -3.541 0.000
H 7.165 5.566 -5.924 0.000
N 4.109 10.682 -9.833 0.000
C 4.133 12.026 -9.832 0.000
C 4.483 12.786 -8.727 0.000
C 4.857 12.176 -7.533 0.000
C 5.067 10.804 -7.579 0.000
C 4.615 10.112 -8.737 0.000
H 3.820 12.524 -10.740 0.000
H 4.527 13.867 -8.698 0.000
H 4.998 12.732 -6.616 0.000
H 5.511 10.298 -6.733 0.000
H 4.764 9.039 -8.694 0.000
C 5.463 10.133 -13.872 0.000
Cl 5.850 9.612 -15.544 0.000
Cl 4.455 11.590 -13.891 0.000
H 4.818 9.344 -13.501 0.000
H 6.408 10.278 -13.364 0.000
```

* total charge: +1
* LUMO level (alpha / beta): -4.3 / -4.9 eV
* Kohn-Sham gap (alpha / beta): 0.2526 / 0.2269 Eh
* 2S+1: 5

[6]
The following is a DFT calculation (wB97M-V/def2-TZVPD) of C14H39KN3O4 as an isolated structure.

Geometry as XYZ:
```
61
Properties=species:S:1:pos:R:3:nbo_charge:R:1
K 2.050 11.825 12.507 0.951
C 5.995 14.688 10.485 -0.637
C 5.407 13.298 10.678 -0.066
O 4.293 13.289 11.588 -0.765
H 5.385 15.297 9.822 0.221
H 7.007 14.601 10.096 0.230
H 6.062 15.194 11.452 0.203
H 6.190 12.617 11.020 0.165
H 5.009 12.914 9.739 0.183
H 4.513 13.796 12.376 0.476
C 1.079 16.975 13.348 -0.630
C 1.656 15.912 12.438 -0.083
C 2.783 16.436 11.567 -0.067
O 2.468 17.624 10.863 -0.533
C 1.422 17.509 9.917 -0.257
N 2.160 14.701 13.125 -0.867
H 0.358 16.529 14.032 0.209
H 0.573 17.736 12.754 0.234
H 1.866 17.499 13.893 0.215
H 0.884 15.556 11.747 0.187
H 3.138 15.666 10.869 0.176
H 3.644 16.724 12.184 0.182
H 1.179 18.521 9.602 0.206
H 0.521 17.057 10.340 0.157
H 1.740 16.939 9.036 0.174
H 2.810 14.973 13.862 0.359
H 1.396 14.274 13.638 0.345
C 0.308 13.286 9.749 -0.620
C 0.811 12.042 9.014 -0.091
C 2.165 12.308 8.380 -0.053
O 2.106 13.282 7.358 -0.536
C 1.555 12.814 6.146 -0.257
N 0.961 10.907 9.953 -0.878
H -0.237 13.010 10.657 0.194
H -0.335 13.903 9.126 0.237
H 1.149 13.915 10.067 0.208
H 0.094 11.821 8.215 0.182
H 2.632 11.390 7.989 0.164
H 2.822 12.735 9.144 0.183
H 2.193 12.044 5.696 0.172
H 1.516 13.657 5.458 0.206
H 0.535 12.438 6.258 0.164
H 0.048 10.552 10.218 0.370
H 1.418 10.149 9.453 0.370
C 5.312 9.751 11.728 -0.622
C 4.029 9.066 11.265 -0.065
C 4.296 7.582 11.039 -0.075
O 3.069 6.956 10.755 -0.559
C 3.224 5.612 10.356 -0.248
N 2.966 9.258 12.292 -0.890
H 5.167 10.828 11.772 0.216
H 6.138 9.514 11.060 0.228
H 5.556 9.421 12.741 0.205
H 3.666 9.522 10.342 0.186
H 4.726 7.163 11.961 0.166
H 4.997 7.432 10.209 0.180
H 3.669 5.556 9.357 0.175
H 2.246 5.142 10.367 0.201
H 3.875 5.067 11.051 0.173
H 2.304 8.499 12.121 0.388
H 3.374 9.016 13.196 0.354
```

* total charge: +1
* LUMO level: -2.8 eV
* Kohn-Sham gap: 0.3416 Eh